{"formula": "C6H7NO", "method": "wB97M-V/def2-TZVPD", "e_homo_ev": -9.215, "gap_ev": 9.77, "multiplicity": 1, "smiles": "C[C@H]1[C@@H]2C(=O)C=CN12", "charge": 0, "relative_energy_ev": 4.618, "largest_force_ha_per_bohr": 0.1085, "species": ["C", "C", "C", "C", "O", "C", "C", "N", "H", "H", "H", "H", "H", "H", "H"], "coordinates": [[-0.07134, -1.04298, -1.94388], [0.52852, -0.31585, -0.76582], [-0.75264, 0.08614, 0.03418], [-0.75870, 1.32838, 1.03588], [-1.48440, 2.30853, 0.95858], [0.26433, 1.10982, 2.08260], [0.78477, -0.03668, 1.57386], [0.23590, -0.79277, 0.56039], [-0.45360, -2.17727, -1.58122], [-1.03124, -0.55667, -2.67967], [0.94976, -1.30567, -2.73283], [1.19945, 0.59078, -0.86849], [-1.72769, -0.14116, -0.29771], [0.60297, 1.49483, 3.03463], [1.71391, -0.54942, 1.58950]], "nbo_charge": [-0.66, -0.09, -0.16, 0.51, -0.56, -0.37, 0.06, -0.39, 0.25, 0.26, 0.22, 0.23, 0.23, 0.26, 0.20]}

{"formula": "CH5NO", "method": "wB97M-V/def2-TZVPD", "e_homo_ev": [-8.807, -8.808], "gap_ev": [8.76, 8.76], "multiplicity": 1, "charge": 0, "relative_energy_ev": 6.311, "largest_force_ha_per_bohr": 0.0367, "species": ["C", "N", "O", "H", "H", "H", "H", "H"], "coordinates": [[0.83306, 0.07894, -0.23750], [-1.14938, -0.23047, -0.22945], [-1.74484, 0.65131, 0.65026], [-0.29077, 0.39156, 0.47240], [-1.02977, -1.15204, 0.23096], [0.90507, 0.81344, -1.02825], [1.36984, 0.37440, 0.67264], [1.10679, -0.92715, -0.53106]], "nbo_charge": [-0.70, -0.16, -0.60, 0.46, 0.31, 0.23, 0.23, 0.23]}

{"formula": "CH3P3", "method": "wB97M-V/def2-TZVPD", "e_homo_ev": -8.548, "gap_ev": 7.46, "multiplicity": 1, "charge": 0, "relative_energy_ev": 0.000, "largest_force_ha_per_bohr": 0.0476, "species": ["C", "P", "P", "P", "H", "H", "H"], "coordinates": [[0.51641, 0.20788, -0.31722], [0.82126, -1.07091, -1.56889], [1.36186, -1.42972, 0.37561], [-1.20781, 0.66950, 0.11142], [0.98699, 1.13558, -0.34610], [-0.86941, 1.21598, 1.34115], [-1.60930, -0.72831, 0.40404]], "nbo_charge": [-1.07, 0.34, 0.24, 0.32, 0.22, -0.03, -0.02]}